--- i ---
The following is a quantum chemistry calculation of a 12-piece molecular cluster, C58H152N12O17 overall, from OMol25.

As for the net charge: 0. Its structure (SMILES) is COC[C@H](C)N.COC[C@H](C)N.COC[C@H](C)N.COC[C@H](C)N.COC[C@H](C)N.COC[C@H](C)N.COC[C@H](C)N.COCCNCCOC.COCCNCCOC.COCCNCCOC.COCCNCCOC.COCCNCCOC.

Last column: Löwdin charge in e.
CARTESIAN COORDINATES (ANGSTROEM)
C  -3.3740  -0.1016  -4.2544  -0.126
O  -3.1071  -0.4785  -5.5796  -0.177
C  -1.8041  -1.0127  -5.8142  -0.173
C  -1.6263  -1.0682  -7.3730  -0.416
C  -2.6227  -1.9406  -8.1789  -0.064
N  -0.3111  -1.5977  -7.6701  0.018
H  -3.3431  -0.8920  -3.5009  0.066
H  -4.3210  0.4347  -4.2148  0.073
H  -2.6550  0.6321  -3.8790  0.071
H  -0.9665  -0.4310  -5.4207  0.102
H  -1.6616  -1.9873  -5.3420  0.116
H  -1.6495  -0.0792  -7.8356  0.131
H  -2.4864  -1.7498  -9.2444  0.068
H  -3.6433  -1.5889  -8.0211  0.068
H  -2.5566  -3.0067  -7.9642  0.076
H  0.3690  -0.8667  -7.4856  0.017
H  -0.2324  -1.7746  -8.6626  0.064
C  1.9381  -0.5756  1.7928  -0.118
O  3.1878  -0.7324  2.4111  -0.184
C  3.5748  -2.1203  2.4485  -0.185
C  4.9779  -2.2199  3.0678  -0.409
C  6.0533  -1.5134  2.2463  -0.070
N  5.3780  -3.6224  3.2239  0.038
H  1.2429  -1.1442  2.4159  0.078
H  1.9033  -0.9323  0.7627  0.071
H  1.5616  0.4467  1.8227  0.073
H  2.9420  -2.7188  3.1078  0.122
H  3.4324  -2.4980  1.4341  0.114
H  4.9719  -1.7530  4.0531  0.140
H  5.9959  -0.4318  2.3775  0.072
H  5.9550  -1.7511  1.1866  0.081
H  7.0461  -1.7809  2.6085  0.072
H  6.0920  -3.7355  3.9282  0.076
H  5.6841  -4.0015  2.3390  0.059
C  5.3130  5.2834  -3.4465  -0.076
O  4.1209  4.7769  -4.0668  -0.220
C  3.1301  4.4126  -3.1354  -0.196
C  1.8472  4.1058  -3.9141  -0.403
C  0.6949  3.6617  -3.0152  -0.043
N  2.0238  3.0211  -4.8450  0.062
H  5.8724  5.8992  -4.1508  0.084
H  5.9074  4.3922  -3.2393  0.087
H  5.0505  5.9167  -2.5986  0.081
H  3.5267  3.5151  -2.6540  0.121
H  2.9184  5.2175  -2.4276  0.108
H  1.5839  4.9121  -4.6010  0.145
H  -0.1826  3.3262  -3.5676  0.084
H  0.4432  4.4646  -2.3213  0.051
H  0.9237  2.7916  -2.3963  0.056
H  2.4377  2.2131  -4.3882  0.038
H  2.6449  3.3668  -5.5620  0.043
C  -1.1042  1.3323  -0.1825  -0.071
O  -0.4051  0.0870  -0.1556  -0.193
C  -0.5772  -0.7343  -1.2570  -0.229
C  0.1183  -2.0938  -1.0980  -0.417
C  -0.0946  -2.9390  -2.3344  -0.046
N  -0.2922  -2.8012  0.1190  0.089
H  -0.7805  1.9216  -1.0426  0.075
H  -1.1473  1.9523  0.7119  0.076
H  -2.1324  1.0493  -0.4212  0.074
H  -1.6295  -0.9504  -1.4683  0.114
H  -0.2728  -0.2779  -2.2038  0.116
H  1.1895  -1.8811  -1.0870  0.116
H  0.3328  -3.9170  -2.1103  0.071
H  0.3789  -2.5812  -3.2494  0.069
H  -1.1430  -3.0494  -2.6162  0.069
H  -0.4462  -2.1196  0.8504  0.048
H  -1.1447  -3.3407  0.0607  0.050
C  -0.9530  6.6874  6.2037  -0.107
O  -1.6626  6.5697  4.9794  -0.198
C  -1.4583  5.2888  4.3170  -0.165
C  -2.3851  5.1146  3.0786  -0.414
C  -3.8121  4.9302  3.5408  -0.072
N  -2.0584  3.9870  2.1917  0.069
H  -1.4463  6.0390  6.9311  0.084
H  -1.0049  7.7083  6.5790  0.087
H  0.0781  6.3562  6.0703  0.083
H  -0.4358  5.1979  3.9405  0.112
H  -1.5027  4.5348  5.1035  0.095
H  -2.4631  6.0088  2.4582  0.126
H  -4.5494  4.9357  2.7380  0.073
H  -4.0261  5.6559  4.3265  0.079
H  -3.9917  3.9715  4.0325  0.061
H  -2.0355  3.1682  2.7984  0.025
H  -1.1633  4.1755  1.7573  0.028
C  2.1269  2.8620  5.0443  -0.106
O  0.7755  2.5355  5.1762  -0.197
C  0.3048  1.6221  4.1959  -0.193
C  -1.0369  0.9847  4.5364  -0.362
C  -1.3908  -0.1859  3.5633  -0.043
N  -2.1124  1.9839  4.4191  0.035
H  2.7420  1.9621  5.1129  0.090
H  2.4225  3.4554  5.9091  0.091
H  2.2513  3.3929  4.0987  0.082
H  0.2971  2.1771  3.2550  0.102
H  1.0602  0.8375  4.1073  0.113
H  -1.0882  0.6346  5.5688  0.140
H  -1.2523  0.0977  2.5201  0.066
H  -2.4258  -0.4870  3.7250  0.064
H  -0.7664  -1.0223  3.8784  0.080
H  -1.9900  2.7683  5.0438  0.054
H  -2.9876  1.5541  4.6885  0.078
C  -2.6131  5.4102  -0.9607  -0.077
O  -3.3397  4.5808  -1.8630  -0.181
C  -3.4973  3.2076  -1.5338  -0.203
C  -4.9381  2.8457  -1.8529  -0.405
C  -5.8820  3.5568  -0.8743  -0.055
N  -5.2310  1.4139  -1.7593  0.055
H  -2.8080  6.4416  -1.2532  0.093
H  -1.5392  5.2278  -1.0203  0.055
H  -2.8991  5.2170  0.0745  0.067
H  -2.8250  2.6240  -2.1658  0.107
H  -3.2344  3.0421  -0.4871  0.106
H  -5.1247  3.1829  -2.8732  0.138
H  -6.8329  3.0361  -0.7612  0.071
H  -6.0344  4.5611  -1.2715  0.077
H  -5.4908  3.6176  0.1424  0.060
H  -4.9138  1.0757  -0.8616  0.036
H  -6.2294  1.2790  -1.8281  0.071
C  2.5070  8.2353  -3.5467  -0.088
O  3.1384  8.2194  -2.2429  -0.218
C  2.6219  9.2347  -1.3339  -0.185
C  1.1372  9.0564  -1.0086  -0.217
N  0.8190  8.1109  0.0421  -0.050
C  0.9114  6.7528  -0.4044  -0.217
C  0.4119  5.7288  0.6387  -0.228
O  0.3256  4.3837  0.2133  -0.218
C  1.4086  3.6200  0.6924  -0.097
H  1.5016  7.8395  -3.3946  0.064
H  3.1056  7.6487  -4.2411  0.084
H  2.2987  9.2219  -3.9653  0.087
H  2.9598  10.2442  -1.5769  0.115
H  3.2182  9.1286  -0.4258  0.119
H  0.5296  8.9380  -1.9090  0.107
H  0.7997  10.0425  -0.6826  0.119
H  -0.0348  8.3202  0.5386  0.114
H  1.9318  6.4243  -0.6130  0.111
H  0.4134  6.6138  -1.3683  0.108
H  -0.5382  6.1417  0.9866  0.101
H  1.0388  5.8394  1.5260  0.127
H  1.4217  2.7002  0.1072  0.081
H  1.2994  3.3043  1.7327  0.061
H  2.3918  4.0927  0.6689  0.100
C  6.4285  -10.0283  -2.1900  -0.132
O  5.9338  -9.5819  -0.9430  -0.184
C  6.9858  -8.9719  -0.1874  -0.210
C  6.2910  -8.3814  1.0503  -0.235
N  5.4074  -7.2767  0.7820  -0.071
C  4.7311  -6.8182  1.9794  -0.206
C  3.7196  -5.7170  1.6007  -0.212
O  2.6335  -6.2889  0.8451  -0.180
C  1.5843  -5.4156  0.5597  -0.135
H  7.1813  -10.8181  -2.1470  0.084
H  6.7317  -9.2519  -2.8942  0.087
H  5.6284  -10.5543  -2.7139  0.083
H  7.4369  -8.1409  -0.7336  0.120
H  7.7645  -9.6920  0.0682  0.119
H  7.0493  -8.2278  1.8199  0.118
H  5.6647  -9.1838  1.4531  0.116
H  4.7343  -7.6447  0.1221  0.109
H  5.5509  -6.4815  2.6146  0.110
H  4.2327  -7.6709  2.4476  0.119
H  4.2522  -4.9308  1.0638  0.104
H  3.3357  -5.2972  2.5316  0.106
H  1.4607  -5.4053  -0.5242  0.077
H  1.7337  -4.3741  0.8509  0.053
H  0.6434  -5.6352  1.0671  0.076
C  4.3312  3.9093  -7.3356  -0.113
O  3.1591  3.3236  -7.9193  -0.202
C  3.4048  2.0404  -8.5210  -0.195
C  2.1304  1.1812  -8.4091  -0.176
N  1.7422  0.5820  -7.1019  -0.070
C  2.7674  -0.2910  -6.5057  -0.188
C  2.4735  -0.5702  -5.0296  -0.205
O  2.9372  0.5431  -4.2872  -0.241
C  2.9785  0.3395  -2.8559  -0.053
H  4.1738  4.9172  -6.9538  0.084
H  5.1836  4.0350  -8.0068  0.084
H  4.6170  3.2576  -6.5091  0.080
H  4.2903  1.5608  -8.1042  0.107
H  3.4757  2.2301  -9.5936  0.118
H  2.1206  0.3642  -9.1332  0.111
H  1.2543  1.7471  -8.7289  0.119
H  1.4155  1.2733  -6.4389  0.088
H  3.7718  0.0934  -6.6886  0.107
H  2.7520  -1.2850  -6.9584  0.114
H  3.0088  -1.4839  -4.7614  0.120
H  1.4213  -0.8344  -4.9032  0.108
H  1.9510  0.4375  -2.5048  0.077
H  3.6790  1.0806  -2.4720  0.084
H  3.4442  -0.6156  -2.6084  0.089
C  -3.0340  -7.3086  0.3774  -0.094
O  -3.8933  -6.2798  -0.1195  -0.186
C  -3.3432  -5.4790  -1.1519  -0.224
C  -4.0288  -4.1065  -1.2875  -0.203
N  -3.8389  -3.4266  -0.0174  -0.070
C  -4.4772  -2.1110  -0.0064  -0.177
C  -4.1863  -1.2123  1.2118  -0.203
O  -4.7176  0.0714  0.9869  -0.234
C  -4.8193  0.9557  2.0883  -0.072
H  -3.0741  -8.0426  -0.4325  0.083
H  -3.4870  -7.8875  1.1811  0.086
H  -1.9794  -7.0813  0.5307  0.081
H  -3.4612  -5.9207  -2.1443  0.121
H  -2.2870  -5.2455  -1.0088  0.105
H  -5.0870  -4.3057  -1.4795  0.120
H  -3.6842  -3.4584  -2.0932  0.111
H  -4.3846  -3.9575  0.6500  0.098
H  -5.5468  -2.2896  -0.1381  0.125
H  -4.1214  -1.6357  -0.9224  0.102
H  -3.1274  -1.0999  1.4511  0.102
H  -4.7236  -1.5832  2.0886  0.116
H  -4.9974  1.9781  1.7601  0.079
H  -3.8944  0.8649  2.6604  0.053
H  -5.6159  0.6504  2.7706  0.091
C  -2.7135  -3.8738  3.0751  -0.135
O  -2.5018  -3.9220  4.4443  -0.188
C  -3.5064  -4.6502  5.1487  -0.207
C  -2.8337  -4.8253  6.4900  -0.204
N  -3.8107  -5.2761  7.4801  -0.067
C  -3.2864  -5.2333  8.8510  -0.201
C  -4.2833  -5.6675  9.9516  -0.229
O  -5.2848  -4.6831  10.1477  -0.193
C  -6.1332  -5.0237  11.1938  -0.143
H  -2.0467  -3.1433  2.6122  0.068
H  -3.6586  -3.4185  2.7716  0.064
H  -2.4955  -4.8146  2.5666  0.092
H  -3.8135  -5.5717  4.6497  0.125
H  -4.4303  -4.0668  5.1472  0.123
H  -2.5367  -3.8210  6.8012  0.118
H  -1.9694  -5.4879  6.4792  0.129
H  -4.6441  -4.7045  7.4542  0.105
H  -2.9132  -4.2651  9.1915  0.119
H  -2.5501  -6.0186  9.0309  0.116
H  -3.7524  -5.7458  10.9039  0.113
H  -4.7639  -6.6384  9.8136  0.122
H  -6.7957  -4.1893  11.4251  0.087
H  -5.5728  -5.2320  12.1080  0.085
H  -6.7878  -5.8689  10.9704  0.088

--- ii ---
The following is a quantum chemistry calculation of a 12-piece molecular cluster, C58H152N12O17 overall, from OMol25.

As for the net charge: 0. Its structure (SMILES) is COC[C@H](C)N.COC[C@H](C)N.COC[C@H](C)N.COC[C@H](C)N.COC[C@H](C)N.COC[C@H](C)N.COC[C@H](C)N.COCCNCCOC.COCCNCCOC.COCCNCCOC.COCCNCCOC.COCCNCCOC.

Last column: Löwdin charge in e.
CARTESIAN COORDINATES (ANGSTROEM)
C  -2.1446  -4.5825  -2.5067  -0.101
O  -3.3142  -3.9101  -2.0358  -0.186
C  -3.2037  -3.3833  -0.6478  -0.153
C  -4.4220  -2.5394  -0.2151  -0.439
C  -4.0888  -1.7653  1.0678  -0.062
N  -5.6034  -3.2997  0.0052  0.038
H  -1.2668  -3.9389  -2.5645  0.060
H  -2.3009  -4.8184  -3.5593  0.073
H  -1.8231  -5.3783  -1.8348  0.083
H  -3.1155  -4.2772  -0.0303  0.113
H  -2.3301  -2.7856  -0.3877  0.099
H  -4.5838  -1.8345  -1.0306  0.127
H  -3.8531  -2.3158  1.9785  0.061
H  -4.9786  -1.2367  1.4096  0.082
H  -3.3447  -0.9884  0.8918  0.064
H  -5.4952  -3.9463  0.7735  0.076
H  -5.8501  -3.8061  -0.8332  0.075
C  0.5282  -0.1481  6.6586  -0.083
O  -0.6531  -0.9418  6.8562  -0.196
C  -0.9486  -1.9693  5.8891  -0.165
C  -0.9353  -1.5900  4.3835  -0.417
C  -2.1464  -0.7463  3.9646  -0.059
N  -0.9689  -2.7678  3.5067  0.047
H  0.7360  0.3302  7.6157  0.089
H  0.3430  0.6428  5.9318  0.078
H  1.4012  -0.7424  6.3889  0.065
H  -0.1262  -2.6678  6.0430  0.111
H  -1.8954  -2.3992  6.2161  0.129
H  -0.0173  -1.0209  4.2370  0.091
H  -3.1339  -1.2068  3.9926  0.077
H  -2.0048  -0.4394  2.9284  0.058
H  -2.2342  0.1013  4.6444  0.078
H  -1.7600  -3.3242  3.7979  0.072
H  -1.1567  -2.5291  2.5435  0.050
C  -2.4140  -0.6847  -5.2312  -0.068
O  -1.2838  0.2315  -5.1306  -0.195
C  -0.0998  -0.3000  -5.7311  -0.208
C  -0.0554  -0.2133  -7.2316  -0.434
C  1.1167  -1.0085  -7.7778  -0.050
N  0.2063  1.1764  -7.6669  0.045
H  -2.8745  -0.5411  -6.2087  0.080
H  -3.2292  -0.2864  -4.6271  0.080
H  -2.2754  -1.7487  -5.0395  0.083
H  0.7467  0.2705  -5.3488  0.125
H  0.2096  -1.3135  -5.4759  0.101
H  -0.9911  -0.5189  -7.6998  0.131
H  0.9106  -2.0746  -7.6829  0.062
H  1.9976  -0.8270  -7.1619  0.078
H  1.3237  -0.6811  -8.7966  0.080
H  0.1877  1.1971  -8.6765  0.064
H  -0.4357  1.8819  -7.3351  0.047
C  4.4887  -4.2582  6.7126  -0.106
O  4.6470  -3.4197  5.5744  -0.212
C  3.5104  -2.5804  5.2031  -0.159
C  3.6193  -2.0558  3.7537  -0.416
C  4.8542  -1.2789  3.4654  -0.080
N  2.4445  -1.2204  3.3979  0.078
H  5.4151  -4.7337  7.0348  0.089
H  3.8403  -5.0761  6.3983  0.074
H  3.8649  -3.7469  7.4457  0.083
H  2.6192  -3.2038  5.2763  0.114
H  3.4540  -1.7632  5.9222  0.115
H  3.7599  -2.9322  3.1210  0.127
H  4.8799  -0.8750  2.4534  0.053
H  5.7230  -1.9220  3.6058  0.083
H  4.9736  -0.4234  4.1303  0.083
H  1.5584  -1.6356  3.6476  0.029
H  2.4525  -1.1490  2.3905  0.026
C  -1.1226  2.4767  2.4893  -0.105
O  -2.2374  3.0129  3.1864  -0.218
C  -1.9772  3.6051  4.5021  -0.156
C  -3.2326  4.1232  5.2674  -0.399
C  -3.9952  5.2819  4.5434  -0.055
N  -2.8476  4.5826  6.5888  0.024
H  -0.3829  3.2655  2.6261  0.079
H  -1.4373  2.2503  1.4705  0.087
H  -0.6545  1.5878  2.9123  0.064
H  -1.3337  2.9096  5.0409  0.114
H  -1.3271  4.4586  4.3098  0.111
H  -3.8993  3.2612  5.2942  0.132
H  -4.7951  5.6965  5.1570  0.059
H  -4.5035  5.0105  3.6182  0.054
H  -3.3331  6.0917  4.2370  0.073
H  -3.5421  4.9706  7.2111  0.072
H  -2.0957  5.2484  6.4823  0.068
C  -0.2214  -5.7477  1.1783  -0.137
O  0.8994  -6.5232  0.8884  -0.208
C  1.6512  -6.9421  2.0666  -0.168
C  2.3789  -8.2426  1.6928  -0.401
C  3.1141  -8.9233  2.9250  -0.046
N  3.3340  -7.8958  0.6385  0.034
H  -1.0040  -6.4057  1.5559  0.089
H  -0.6753  -5.1711  0.3723  0.061
H  -0.0372  -5.0322  1.9798  0.067
H  2.3516  -6.1355  2.2832  0.124
H  0.9799  -7.0329  2.9206  0.121
H  1.6705  -8.9316  1.2328  0.136
H  3.7277  -9.7149  2.4950  0.070
H  2.4070  -9.3527  3.6348  0.066
H  3.7140  -8.2412  3.5275  0.067
H  4.0225  -7.2771  1.0427  0.053
H  2.7190  -7.3795  0.0258  0.047
C  -0.8080  -0.0028  -1.9238  -0.094
O  -0.8903  -0.5706  -0.6154  -0.172
C  0.3029  -0.3063  0.1250  -0.183
C  1.4684  -1.2140  -0.3216  -0.364
C  1.1871  -2.6912  0.0016  -0.044
N  2.8421  -0.8823  0.1859  0.088
H  -1.7743  -0.1215  -2.4140  0.078
H  -0.1300  -0.5361  -2.5902  0.076
H  -0.5031  1.0427  -1.9676  0.079
H  0.5691  0.7451  0.0173  0.112
H  0.2764  -0.3194  1.2146  0.111
H  1.5131  -1.2738  -1.4090  0.105
H  0.4980  -3.1982  -0.6739  0.056
H  0.8181  -2.8573  1.0137  0.059
H  2.1132  -3.2657  -0.0154  0.062
H  3.1303  -0.0823  -0.3591  0.037
H  3.5424  -1.5867  0.0031  0.031
C  -7.9399  6.3384  3.8420  -0.095
O  -7.6933  5.0676  3.1759  -0.202
C  -8.7064  4.8139  2.1929  -0.220
C  -8.6186  3.4257  1.5304  -0.186
N  -7.5648  3.4150  0.5169  -0.073
C  -6.2277  3.3325  1.0759  -0.215
C  -5.1532  3.1820  -0.0123  -0.159
O  -5.4038  1.8707  -0.6426  -0.193
C  -4.2890  1.3735  -1.3932  -0.105
H  -8.8738  6.2928  4.4021  0.078
H  -8.1291  7.1763  3.1711  0.080
H  -7.1759  6.6696  4.5453  0.074
H  -8.7061  5.6496  1.4931  0.118
H  -9.6968  4.9374  2.6311  0.107
H  -9.5852  3.2261  1.0679  0.117
H  -8.3874  2.6169  2.2235  0.114
H  -7.6815  2.6009  -0.0694  0.101
H  -6.2664  2.5252  1.8073  0.119
H  -5.9457  4.2126  1.6539  0.101
H  -4.2047  3.2194  0.5234  0.108
H  -5.2905  3.9529  -0.7705  0.118
H  -3.3147  1.3557  -0.9048  0.077
H  -4.1601  1.9557  -2.3056  0.073
H  -4.5540  0.3982  -1.8016  0.074
C  2.9504  0.9521  -2.7412  -0.068
O  3.8849  0.2322  -1.9704  -0.249
C  5.1739  0.7900  -1.9379  -0.190
C  6.0219  -0.2050  -1.1275  -0.180
N  6.1904  -1.5219  -1.7496  -0.051
C  6.6645  -2.5656  -0.8211  -0.174
C  5.5503  -3.0281  0.1675  -0.214
O  4.4047  -3.5275  -0.5052  -0.238
C  4.4544  -4.9345  -0.8774  -0.053
H  2.8394  0.4085  -3.6795  0.087
H  3.1723  2.0039  -2.9212  0.098
H  1.9925  0.9547  -2.2210  0.072
H  5.2006  1.8276  -1.6053  0.127
H  5.5889  0.7467  -2.9449  0.121
H  5.5981  -0.4097  -0.1444  0.094
H  7.0617  0.1210  -1.1542  0.124
H  5.2947  -1.8462  -2.0855  0.063
H  7.6144  -2.3656  -0.3254  0.117
H  7.0156  -3.4879  -1.2839  0.106
H  5.3120  -2.1680  0.7932  0.073
H  5.9560  -3.7542  0.8719  0.123
H  3.4431  -5.3286  -0.9784  0.079
H  4.9668  -5.6636  -0.2499  0.082
H  4.8514  -4.8742  -1.8908  0.081
C  -3.8251  3.1950  -8.7334  -0.084
O  -2.8840  3.2532  -7.6406  -0.206
C  -3.0190  4.4115  -6.8681  -0.236
C  -2.0169  4.3426  -5.7016  -0.204
N  -2.3433  3.3281  -4.7225  -0.045
C  -1.6940  3.4964  -3.3878  -0.183
C  -2.2815  4.5487  -2.5023  -0.233
O  -1.6619  4.4165  -1.2407  -0.190
C  -1.9537  5.3312  -0.2591  -0.134
H  -4.8744  3.1873  -8.4383  0.085
H  -3.6316  2.2901  -9.3094  0.084
H  -3.6378  4.0681  -9.3585  0.082
H  -4.0147  4.6372  -6.4863  0.125
H  -2.7026  5.2195  -7.5279  0.115
H  -1.8177  5.3486  -5.3325  0.119
H  -1.0405  3.9737  -6.0156  0.112
H  -2.1233  2.4014  -5.0583  0.076
H  -0.6795  3.8559  -3.5599  0.118
H  -1.7349  2.5732  -2.8097  0.093
H  -3.3629  4.4453  -2.4127  0.112
H  -2.1145  5.5761  -2.8260  0.119
H  -1.5114  5.0947  0.7086  0.079
H  -3.0059  5.3031  0.0239  0.079
H  -1.5707  6.3314  -0.4616  0.090
C  3.3980  2.0167  2.6450  -0.089
O  2.8284  3.3378  2.8495  -0.207
C  3.4786  4.3935  2.1345  -0.201
C  3.0028  5.7779  2.6713  -0.223
N  3.6098  6.3332  3.8422  -0.049
C  3.1229  7.6961  3.9882  -0.226
C  3.8703  8.2244  5.1746  -0.236
O  3.3812  7.5983  6.3956  -0.198
C  4.2209  7.9760  7.4962  -0.109
H  3.0999  1.2274  3.3351  0.054
H  4.4858  2.0669  2.6915  0.078
H  3.1029  1.6393  1.6659  0.065
H  3.3528  4.3502  1.0526  0.111
H  4.5470  4.3092  2.3332  0.110
H  1.9330  5.6836  2.8578  0.110
H  2.9986  6.4972  1.8524  0.112
H  3.2880  5.8564  4.6724  0.116
H  2.0731  7.7841  4.2677  0.125
H  3.3342  8.3765  3.1632  0.126
H  3.6945  9.2894  5.3266  0.113
H  4.9545  8.1446  5.0963  0.121
H  4.4944  9.0272  7.4053  0.082
H  5.1003  7.3408  7.6025  0.083
H  3.7041  7.7602  8.4313  0.082
C  -2.2852  -5.4831  -6.4428  -0.111
O  -0.9390  -5.7246  -5.9986  -0.193
C  -0.0040  -4.6355  -6.3314  -0.217
C  1.4317  -4.8322  -5.9247  -0.192
N  1.4534  -5.1437  -4.4832  -0.031
C  1.5928  -3.9202  -3.6225  -0.162
C  3.0383  -3.3455  -3.6718  -0.238
O  3.1463  -2.3888  -4.6767  -0.209
C  4.5503  -2.0449  -4.9291  -0.051
H  -2.4847  -5.7370  -7.4839  0.084
H  -2.5660  -4.4316  -6.3845  0.070
H  -2.9866  -5.9513  -5.7522  0.083
H  -0.3422  -3.7379  -5.8137  0.094
H  -0.0111  -4.3983  -7.3953  0.116
H  1.9876  -3.9308  -6.1825  0.109
H  1.7970  -5.6090  -6.5965  0.115
H  0.5897  -5.5963  -4.2201  0.084
H  1.2968  -4.1611  -2.6015  0.093
H  0.8806  -3.1516  -3.9225  0.093
H  3.7237  -4.1732  -3.8542  0.116
H  3.2661  -2.9155  -2.6965  0.099
H  5.1394  -2.9282  -5.1758  0.091
H  4.9938  -1.4937  -4.0999  0.057
H  4.5986  -1.3898  -5.7989  0.084

It is i that is most stable; the runner-up trails by 0.0707 hartree.